# C16H25N2O5PS

The molecule C16H25N2O5PS (wB97M-V/def2-TZVPD, OMol25).

Each atom is followed by the atoms it is bonded to, with distances in Å.
Element x y z (Å)
1 C 3.3071 0.8367 -1.5896  O2 1.458, H26 1.113, H27 1.050, H28 1.115
2 O 2.4499 1.1397 -0.4493  C1 1.458, C3 1.409
3 C 1.5610 0.0580 -0.2878  O2 1.409, C4 1.409, C24 1.491
4 C 0.1988 0.4143 -0.2437  C3 1.409, O5 1.363, C15 1.456
5 O -0.1084 1.6635 -0.6954  C4 1.363, P6 1.714
6 P -1.3578 1.9940 -1.8221  O5 1.714, S7 2.011, O8 1.598, O14 1.647
7 S -1.6299 0.3442 -2.9389  P6 2.011
8 O -0.8882 3.1464 -2.8250  P6 1.598, C9 1.506
9 C -0.7344 4.3920 -1.9925  O8 1.506, C10 1.629, H29 1.074, H30 1.105
10 C -2.1994 4.8245 -1.4251  C9 1.629, C11 1.590, C12 1.549, C13 1.548
11 C -2.8394 6.1430 -2.0410  C10 1.590, H31 1.149, H32 1.127, H33 1.092
12 C -1.9543 5.3062 0.0270  C10 1.549, H34 1.149, H35 1.131, H36 1.107
13 C -3.1888 3.6511 -1.6242  C10 1.548, O14 1.404, H37 1.105, H38 1.122
14 O -2.7554 2.4361 -1.0708  P6 1.647, C13 1.404
15 C -0.7946 -0.5049 0.2919  C4 1.456, N16 1.338, H39 1.124
16 N -0.3973 -1.6467 0.8653  C15 1.338, N17 1.388
17 N 0.8944 -2.1237 0.6899  N16 1.388, C18 1.479, C24 1.416
18 C 1.1583 -3.4888 1.1932  N17 1.479, C19 1.554, C23 1.571, H40 1.189
19 C 0.1949 -4.6469 0.8113  C18 1.554, C20 1.549, H41 1.118, H42 1.145
20 C 0.7192 -6.0219 1.2956  C19 1.549, C21 1.521, H43 1.124, H44 1.094
21 C 0.9348 -6.1050 2.7992  C20 1.521, C22 1.514, H45 1.064, H46 1.108
22 C 1.8551 -4.9877 3.2418  C21 1.514, C23 1.515, H47 1.093, H48 1.144
23 C 1.5618 -3.6005 2.7077  C18 1.571, C22 1.515, H49 1.080, H50 1.101
24 C 1.9340 -1.3070 0.1831  C3 1.491, N17 1.416, O25 1.268
25 O 3.1641 -1.6056 0.1164  C24 1.268
26 H 2.8037 0.1554 -2.3112  C1 1.113
27 H 4.2348 0.4627 -1.2690  C1 1.050
28 H 3.5119 1.7829 -2.1435  C1 1.115
29 H -0.4258 5.2641 -2.5377  C9 1.074
30 H -0.0231 4.1625 -1.1785  C9 1.105
31 H -2.0045 6.9311 -2.0933  C11 1.149
32 H -3.6062 6.6326 -1.3752  C11 1.127
33 H -3.3774 5.9568 -2.9728  C11 1.092
34 H -1.2480 6.2082 0.1159  C12 1.149
35 H -2.8808 5.6141 0.5981  C12 1.131
36 H -1.3822 4.4891 0.5064  C12 1.107
37 H -3.2775 3.4990 -2.7155  C13 1.105
38 H -4.1843 3.9748 -1.2191  C13 1.122
39 H -1.8871 -0.2414 0.3058  C15 1.124
40 H 2.1760 -3.7212 0.6232  C18 1.189
41 H 0.2528 -4.6528 -0.3048  C19 1.118
42 H -0.8460 -4.4501 1.2453  C19 1.145
43 H -0.0486 -6.7780 0.9748  C20 1.124
44 H 1.6547 -6.1193 0.7363  C20 1.094
45 H 1.3367 -7.0544 3.0603  C21 1.064
46 H -0.0267 -6.1258 3.3489  C21 1.108
47 H 2.8753 -5.1214 2.8723  C22 1.093
48 H 2.0900 -4.9661 4.3614  C22 1.144
49 H 2.4439 -2.9843 2.7981  C23 1.080
50 H 0.7529 -3.2295 3.3567  C23 1.101

- total energy (a.u.) = -1849.8727
- LUMO level (eV) = 0.17
- SMILES = COc1c(OP2(=S)OCC(C)(C)CO2)cnn(C2CCCCC2)c1=O
- strongest force on any atom (eV Å⁻¹) = 5.8
- HOMO level (eV) = -8.5792
- Kohn-Sham gap (eV) = 8.7